Formula: C3H6N2S
Source: the Open Molecules 2025 dataset
Level of theory: ωB97M-V with the def2-TZVPD basis set

Structure (ORCA input):
```
! RIJCOSX wB97M-V def2-TZVPD def2/J DEFGRID3
* xyz 0 1
C -0.091 -0.369 0.362
C -0.042 -0.164 -1.005
C 0.426 1.047 -1.622
H 0.462 0.263 2.190
H 0.527 1.439 0.928
H -0.962 -1.514 1.806
H -0.746 -2.286 0.321
H -0.429 -0.930 -1.640
H 0.477 0.995 -2.719
N 0.096 0.594 1.337
N -0.511 -1.541 0.949
S 0.795 2.466 -0.907
*
```

Calculated values
Lowest unoccupied orbital energy, eV: 0.33
ΔE to the lowest compared entry with this formula, charge and spin, kJ/mol: 59.2
Orbital gap, eV: 8.4
HOMO level, Ha: -0.2953


Formula: C22H34N4OPtSSi
Source: the Open Molecules 2025 dataset
Level of theory: ωB97M-V with the def2-TZVPD basis set

Structure (ORCA input):
```
! RIJCOSX wB97M-V def2-TZVPD def2/J DEFGRID3
* xyz 0 1
Pt -0.467 1.258 -0.641
C -3.346 -1.514 -0.094
C -2.504 -1.734 1.166
C -2.631 -0.561 2.106
C -3.691 -0.503 3.005
C -3.904 0.622 3.783
C -3.084 1.728 3.630
C -2.014 1.714 2.743
C -1.203 2.970 2.539
C -1.753 3.814 1.383
C -1.771 0.538 2.022
N -0.601 0.450 1.199
C 0.455 -0.169 1.617
C 1.530 -0.199 0.717
C 2.767 -0.833 0.673
C 3.306 -0.542 -0.584
C 2.380 0.265 -1.252
N 1.326 0.489 -0.460
H -3.229 -2.351 -0.781
H -3.015 -0.612 -0.612
H -4.403 -1.403 0.156
H -1.473 -1.852 0.837
H -2.824 -2.648 1.672
H -4.351 -1.359 3.093
H -4.720 0.645 4.495
H -3.270 2.625 4.211
H -0.158 2.725 2.345
H -1.246 3.565 3.452
H -1.660 3.294 0.428
H -1.206 4.754 1.292
H -2.810 4.038 1.538
H 0.480 -0.641 2.595
H 3.210 -1.424 1.461
H 4.257 -0.861 -0.980
H 2.456 0.704 -2.234
S 0.000 -2.397 -1.628
C 0.959 -3.492 -0.797
N 2.037 -4.056 -1.383
C 2.972 -4.965 -0.735
C 2.255 -5.713 0.373
C 1.574 -4.700 1.273
N 0.676 -3.892 0.464
H 2.275 -3.658 -2.275
H 3.823 -4.411 -0.322
H 3.353 -5.658 -1.484
H 2.963 -6.318 0.940
H 1.504 -6.375 -0.061
H 2.331 -4.072 1.758
H 0.995 -5.191 2.054
H -0.090 -3.412 0.902
C -0.367 4.889 -3.622
Si 0.465 3.340 -2.993
C 1.871 3.909 -1.890
C 1.210 2.408 -4.435
O -0.616 2.386 -2.211
H 0.318 5.437 -4.276
H -0.639 5.549 -2.795
H -1.274 4.669 -4.190
H 2.656 4.378 -2.490
H 2.317 3.086 -1.330
H 1.520 4.647 -1.163
H 2.051 2.950 -4.873
H 0.465 2.242 -5.218
H 1.564 1.425 -4.108
*
```

Calculated values
Lowest unoccupied orbital energy, eV: -0.23
ΔE to the lowest compared entry with this formula, charge and spin, kJ/mol: 73.0
Orbital gap, eV: 7.5
HOMO level, Ha: -0.2849


Formula: C14H43NO7
Source: the Open Molecules 2025 dataset
Level of theory: ωB97M-V with the def2-TZVPD basis set

Structure (ORCA input):
```
! RIJCOSX wB97M-V def2-TZVPD def2/J DEFGRID3
* xyz 0 1
C 3.917 0.991 -5.311
C 4.912 0.204 -6.168
O 4.760 0.671 -7.537
H 2.903 0.718 -5.604
H 4.066 2.067 -5.404
H 3.906 0.739 -4.250
H 4.578 -0.833 -6.207
H 5.913 0.384 -5.777
H 4.073 0.166 -7.979
C 9.126 -4.905 -4.379
C 8.955 -4.034 -5.597
O 9.326 -4.788 -6.767
H 8.944 -4.344 -3.462
H 10.111 -5.371 -4.401
H 8.440 -5.746 -4.488
H 9.562 -3.147 -5.415
H 7.931 -3.707 -5.775
H 10.262 -4.621 -6.899
C 11.144 -0.957 -3.039
C 10.501 -0.882 -1.624
O 9.153 -1.273 -1.605
H 11.016 -1.943 -3.485
H 12.208 -0.722 -3.007
H 10.541 -0.271 -3.634
H 10.754 0.008 -1.048
H 10.980 -1.662 -1.033
H 9.039 -2.054 -1.060
C 5.424 -1.086 -1.139
C 5.211 -2.295 -2.056
O 3.966 -2.293 -2.748
H 5.743 -0.228 -1.729
H 6.223 -1.228 -0.411
H 4.572 -0.835 -0.508
H 5.358 -3.077 -1.312
H 6.027 -2.355 -2.777
H 3.807 -3.187 -3.058
C 6.828 2.451 -3.024
C 8.182 1.779 -2.629
O 9.092 2.826 -2.510
H 6.095 1.732 -3.390
H 6.873 3.176 -3.837
H 6.434 3.031 -2.190
H 8.402 1.119 -3.468
H 7.991 1.225 -1.711
H 8.993 3.184 -1.625
O 7.735 -1.181 -4.152
H 6.955 -0.974 -3.638
H 8.419 -1.335 -3.501
C 8.712 -1.365 -7.566
C 9.781 -0.517 -6.812
C 10.910 -0.185 -7.835
O 11.510 -1.387 -8.329
C 12.588 -1.194 -9.244
N 9.094 0.582 -6.209
H 7.809 -1.618 -7.010
H 9.125 -2.308 -7.923
H 8.352 -0.882 -8.474
H 10.229 -1.032 -5.963
H 11.590 0.482 -7.306
H 10.470 0.353 -8.675
H 12.227 -0.601 -10.084
H 12.894 -2.150 -9.669
H 13.401 -0.630 -8.789
H 8.496 0.160 -5.513
H 8.520 1.081 -6.873
*
```

Calculated values
Lowest unoccupied orbital energy, eV: 0.27
ΔE to the lowest compared entry with this formula, charge and spin, kJ/mol: 197.8
Orbital gap, eV: 8.8
HOMO level, Ha: -0.3146


Formula: C22H17Br2ClO2S
Source: the Open Molecules 2025 dataset
Level of theory: ωB97M-V with the def2-TZVPD basis set

Structure (ORCA input):
```
! RIJCOSX wB97M-V def2-TZVPD def2/J DEFGRID3
* xyz 0 1
Br -6.041 2.729 -3.248
C -4.414 1.939 -2.695
C -4.341 0.552 -2.482
C -3.133 -0.027 -2.108
C -1.966 0.755 -1.910
C -0.700 0.144 -1.578
C 0.500 0.738 -1.971
C 1.750 0.123 -1.960
C 2.985 0.781 -2.286
C 4.174 0.023 -2.473
C 5.393 0.628 -2.743
C 5.470 2.028 -2.841
Br 7.145 2.861 -3.123
C 4.308 2.805 -2.717
C 3.084 2.192 -2.455
C -2.071 2.159 -2.130
C -3.274 2.740 -2.520
H -5.224 -0.063 -2.637
H -3.060 -1.109 -1.984
H -0.687 -0.879 -1.186
H 0.474 1.755 -2.379
H 1.806 -0.940 -1.720
H 4.112 -1.063 -2.417
H 6.292 0.036 -2.871
H 4.376 3.885 -2.819
H 2.185 2.803 -2.376
H -1.199 2.796 -1.979
H -3.334 3.811 -2.709
Cl -1.216 0.983 1.645
C -0.939 -0.549 1.060
S 0.035 -1.654 2.069
C -0.639 -2.095 3.717
C -0.348 -1.277 4.813
C -0.747 -1.660 6.098
C -1.429 -2.865 6.297
C -1.714 -3.685 5.200
C -1.312 -3.309 3.913
O -0.075 -2.863 1.266
O 1.313 -1.037 2.352
H -1.778 -1.049 0.560
H 0.207 -0.353 4.660
H -0.505 -1.021 6.949
H -1.720 -3.173 7.306
H -2.237 -4.632 5.350
H -1.504 -3.963 3.063
*
```

Calculated values
Lowest unoccupied orbital energy, eV: -2.46
ΔE to the lowest compared entry with this formula, charge and spin, kJ/mol: 69.6
Orbital gap, eV: 4.5
HOMO level, Ha: -0.2542


Formula: C2HNO
Source: the Open Molecules 2025 dataset
Level of theory: ωB97M-V with the def2-TZVPD basis set

Structure (ORCA input):
```
! RIJCOSX wB97M-V def2-TZVPD def2/J DEFGRID3
* xyz 0 1
O 1.095 -0.763 0.680
C 0.036 -0.333 0.360
C -0.063 0.865 -1.310
N -0.143 1.085 -0.136
H -0.928 -0.852 0.407
*
```

Calculated values
Lowest unoccupied orbital energy, eV: -0.40
ΔE to the lowest compared entry with this formula, charge and spin, kJ/mol: 145.4
Orbital gap, eV: 11.3
HOMO level, Ha: -0.4315


Formula: C11H27ClIIrN2OP2
Source: the Open Molecules 2025 dataset
Level of theory: ωB97M-V with the def2-TZVPD basis set

Structure (ORCA input):
```
! RIJCOSX wB97M-V def2-TZVPD def2/J DEFGRID3
* xyz 3 6
C -0.163 1.711 -1.019
C -0.560 1.818 0.473
H 0.005 2.734 -1.371
H -1.014 1.382 -1.626
H 0.764 1.135 -1.153
O -1.112 2.893 0.860
I -1.046 -0.978 2.276
Ir 0.945 -1.985 -2.530
P 2.198 -0.981 -1.141
C 2.951 0.052 0.123
C 2.848 -2.624 -0.562
H 3.928 -2.495 -0.476
H 4.186 -0.426 -2.280
H 2.559 -3.408 -1.289
H 2.934 -1.099 -3.456
H 3.185 -0.588 0.983
H 2.392 -2.817 0.418
C 3.144 -0.416 -2.613
H 3.889 0.452 -0.286
H 2.791 0.607 -2.798
H 2.283 0.854 0.444
P -1.839 -1.007 -1.137
C -2.753 0.074 0.089
C -2.943 -0.405 -2.503
H -2.653 -3.279 -1.382
H -3.853 -2.221 -0.519
H -2.399 -2.829 0.348
C -2.793 -2.498 -0.623
H -2.843 -1.082 -3.358
H -3.986 -0.359 -2.152
H -3.607 0.594 -0.353
H -2.034 0.848 0.381
H -2.606 0.603 -2.778
H -3.043 -0.505 0.988
Cl -0.472 -3.559 -3.363
C 0.936 2.773 2.955
N 0.179 1.582 2.818
C -0.888 1.364 3.782
C 0.063 1.056 1.505
N 0.423 -0.137 1.168
H 0.745 3.148 3.961
H 0.646 3.515 2.192
H 2.019 2.571 2.858
H -1.872 1.502 3.310
H -0.779 0.372 4.225
H -0.754 2.055 4.607
*
```

Calculated values
Expectation value of S²: 8.8761
Lowest unoccupied orbital energy (alpha / beta), eV: -12.79 / -13.23
Orbital gap (alpha / beta), eV: 5.3 / 6.1
HOMO level (alpha / beta), Ha: -0.6645 / -0.7116


| no. | total energy (eV) |
| --- | --- |
| 1 | -17023.4278 |
| 2 | -53335.5779 |
| 3 | -31034.8885 |
| 4 | -190623.0788 |
| 5 | -5625.0728 |
| 6 | -58871.3222 |